# 1
ORCA calculation (ωB97M-V/def2-TZVPD) on a cluster of 2 separate species, C3H8O4 in total at a distorted geometry.

```
15
Properties=species:S:1:pos:R:3:forces:R:3
O 1.215 -1.257 -0.373 -1.15 0.64 0.17
C 0.131 -1.134 0.141 1.04 -1.82 0.01
O -0.927 -1.972 -0.141 0.42 2.42 1.36
C -0.029 -0.274 1.430 -1.49 0.69 0.04
C 0.259 1.318 1.390 0.15 -4.06 -0.88
O -0.301 2.052 0.371 -0.11 -1.57 0.32
H -0.649 -2.633 -0.768 0.47 -0.58 -0.72
H -1.043 -0.546 1.888 1.09 0.76 -0.57
H 0.722 -0.673 2.123 -0.16 0.05 -0.17
H -0.094 1.702 2.328 0.23 1.07 1.00
H 1.406 1.251 1.409 -0.76 1.24 -0.22
H -0.798 1.357 -0.160 0.56 1.30 -0.45
H 0.049 1.016 -3.187 0.78 0.51 -0.89
H -0.884 0.453 -2.260 -0.36 -0.29 0.23
O -0.097 1.004 -2.249 -0.70 -0.34 0.78
```
Forces are in eV/Å.

- HOMO-LUMO gap (alpha / beta): 0.4226 / 0.1726 Ha
- ΔE to the lowest compared entry with this formula, charge and spin: 35.9 kcal per mole
- Multiplicity: 2
- Net charge: +1
- Max |F|: 4.2 eV/A

---

# 2
ORCA calculation (ωB97M-V/def2-TZVPD) on a cluster of 2 separate species, C3H8O4PS in total at a distorted geometry.

```
17
Properties=species:S:1:pos:R:3:forces:R:3
C -1.780 -0.260 -1.074 1.31 2.03 1.08
C 1.177 1.506 1.656 1.70 1.50 1.74
C -1.117 -1.641 -0.927 -0.59 -0.99 1.51
O 2.980 -0.356 -1.141 -1.36 0.24 1.02
O 0.921 1.277 -1.177 0.28 -0.70 0.58
O -0.965 -1.098 1.758 -0.20 -0.23 -0.23
O 2.331 0.988 0.965 -0.61 -0.25 -1.40
P 1.830 0.330 -0.463 1.36 0.04 -0.66
S -0.159 -1.796 0.673 1.45 1.64 -1.07
H -2.644 0.137 -0.446 0.90 -1.66 -0.34
H -0.975 0.548 -0.832 -1.37 -1.41 -1.04
H -2.103 -0.213 -2.095 -0.12 0.54 -0.73
H 0.658 2.340 1.176 0.33 -0.19 -0.42
H 1.597 1.927 2.649 -0.94 -1.06 -1.34
H 0.549 0.665 1.715 -1.42 -0.63 1.02
H -0.384 -1.944 -1.788 -1.61 0.56 1.57
H -1.916 -2.410 -0.648 0.88 0.58 -1.28
```
Forces are in eV/Å.

- HOMO-LUMO gap (alpha / beta): 0.2509 / 0.2511 Ha
- ΔE to the lowest compared entry with this formula, charge and spin: 60.7 kcal per mole
- Net charge: -1
- Max |F|: 2.9 eV/A

---

# 3
ORCA calculation (ωB97M-V/def2-TZVPD) on a cluster of 3 separate species, C3H8O4S in total at a distorted geometry.

```
16
Properties=species:S:1:pos:R:3:forces:R:3
O 2.632 0.156 0.014 1.65 0.96 0.99
C 1.538 -0.086 -0.453 -2.54 2.32 -0.11
O 1.198 -1.094 -1.080 -0.01 -2.59 -0.94
C 0.190 0.970 -0.338 3.99 -2.65 1.27
C -0.933 0.182 -0.849 -2.75 3.73 0.91
S -2.397 1.543 -0.811 0.30 -1.43 0.14
H 0.399 1.857 -0.861 0.14 1.03 -1.18
H 0.229 1.311 0.696 -0.66 -0.26 0.20
H -0.836 0.019 -1.856 0.48 -0.27 -2.42
H -1.089 -0.778 -0.451 -0.56 -0.80 1.23
H -0.057 1.455 2.874 0.08 -1.08 0.19
H -0.277 0.046 2.295 0.60 0.77 1.43
O 0.025 0.508 3.136 -0.74 0.25 -1.52
H 0.742 -2.314 -0.019 -0.81 -1.31 0.85
H 0.643 -3.795 -0.162 0.62 -1.89 -1.59
O 0.373 -3.180 0.467 0.22 3.22 0.56
```
Forces are in eV/Å.

- HOMO-LUMO gap: 0.2018 Ha
- ΔE to the lowest compared entry with this formula, charge and spin: 41.7 kcal per mole
- Net charge: -2
- Max |F|: 5.0 eV/A

---

# 4
ORCA calculation (ωB97M-V/def2-TZVPD) on an isolated molecule of C3H8O7 at a distorted geometry.

```
18
Properties=species:S:1:pos:R:3:forces:R:3
O -2.397 -0.841 -0.474 -0.01 0.09 0.03
C -1.268 -0.056 -0.723 0.35 -0.08 0.09
O -1.649 1.276 -0.822 -0.03 -0.04 0.04
C -0.243 -0.315 0.424 -0.03 0.10 0.05
O 0.027 -1.698 0.477 -0.05 0.08 -0.03
O -0.834 0.149 1.597 0.04 -0.03 -0.08
C 1.117 0.398 0.173 0.69 -1.62 -0.84
O 2.018 -0.503 -0.736 -0.50 -0.29 1.47
O 1.738 0.644 1.361 -0.07 -0.09 -0.13
O 1.095 1.415 -0.715 1.66 -0.31 -1.45
H -2.880 -0.403 0.241 0.02 -0.02 0.00
H -0.835 -0.439 -1.658 -0.03 0.05 0.08
H -0.839 1.809 -0.858 -0.05 -0.08 -0.04
H -0.834 -2.141 0.422 0.06 0.06 0.00
H -0.163 0.177 2.292 -0.02 -0.01 -0.07
H 1.616 -1.381 -0.831 0.05 0.05 0.06
H 2.528 1.174 1.184 -0.10 0.02 0.02
H 1.804 0.736 -1.353 -1.98 2.12 0.80
```
Forces are in eV/Å.

- HOMO-LUMO gap: 0.3991 Ha
- SMILES: OC(O)C(O)(O)C(O)(O)O
- ΔE to the lowest compared entry with this formula, charge and spin: 19.1 kcal per mole
- Net charge: 0
- Max |F|: 3.0 eV/A

---

# 5
ORCA calculation (ωB97M-V/def2-TZVPD) on a cluster of 2 separate species, C3H8OS in total at a distorted geometry.

```
13
Properties=species:S:1:pos:R:3:forces:R:3
C 1.336 -0.018 -0.474 1.20 -3.33 -3.44
C 0.507 0.856 0.417 1.28 -1.77 2.28
C -0.830 0.970 -0.153 -4.43 2.73 0.34
H 2.362 -0.722 1.129 1.89 0.46 -4.92
H 1.696 0.368 -1.544 -1.27 -0.17 2.41
H 0.537 -0.969 -0.757 2.58 2.37 0.75
H 0.947 1.757 0.783 0.42 1.02 -0.52
H 0.382 0.305 1.463 0.20 0.64 -1.83
H -1.406 1.944 0.243 1.02 -2.37 0.29
H -0.964 1.316 -1.171 0.99 -0.70 -0.80
H -0.582 -1.216 1.204 -3.16 1.05 -2.50
O 2.669 -0.558 0.015 -4.27 0.39 5.23
S -1.900 -0.572 -0.014 3.56 -0.32 2.71
```
Forces are in eV/Å.

- HOMO-LUMO gap: 0.3048 Ha
- ΔE to the lowest compared entry with this formula, charge and spin: 101.7 kcal per mole
- Net charge: 0
- Max |F|: 6.8 eV/A

---

# 6
ORCA calculation (ωB97M-V/def2-TZVPD) on a cluster of 2 separate species, C3H8OS in total at a distorted geometry.

```
13
Properties=species:S:1:pos:R:3:forces:R:3
C 2.336 1.180 0.958 -0.20 -0.35 -0.90
O 1.742 0.301 0.391 0.09 -0.13 0.39
H 2.695 1.073 1.990 0.00 0.13 0.12
H 2.547 2.090 0.382 0.22 0.38 0.38
C -0.670 -1.133 -0.958 0.65 -1.91 -0.01
C -1.574 -0.027 -0.506 -0.46 1.45 0.19
S -1.529 0.539 1.283 0.74 -1.15 -0.68
H 0.123 -0.850 -1.648 -0.04 0.47 0.18
H -0.168 -1.685 -0.156 -0.01 0.41 0.19
H -1.180 -1.957 -1.474 -0.41 0.40 0.00
H -2.624 -0.232 -0.704 0.06 -0.08 -0.04
H -1.304 0.880 -1.049 -0.22 -0.07 -0.12
H -0.394 -0.179 1.489 -0.40 0.44 0.30
```
Forces are in eV/Å.

- HOMO-LUMO gap: 0.3435 Ha
- SMILES: C=O.CCS
- ΔE to the lowest compared entry with this formula, charge and spin: 26.8 kcal per mole
- Net charge: 0
- Max |F|: 2.0 eV/A

---

Repeat the second record exactly.
ORCA calculation (ωB97M-V/def2-TZVPD) on a cluster of 2 separate species, C3H8O4PS in total at a distorted geometry.

```
17
Properties=species:S:1:pos:R:3:forces:R:3
C -1.780 -0.260 -1.074 1.31 2.03 1.08
C 1.177 1.506 1.656 1.70 1.50 1.74
C -1.117 -1.641 -0.927 -0.59 -0.99 1.51
O 2.980 -0.356 -1.141 -1.36 0.24 1.02
O 0.921 1.277 -1.177 0.28 -0.70 0.58
O -0.965 -1.098 1.758 -0.20 -0.23 -0.23
O 2.331 0.988 0.965 -0.61 -0.25 -1.40
P 1.830 0.330 -0.463 1.36 0.04 -0.66
S -0.159 -1.796 0.673 1.45 1.64 -1.07
H -2.644 0.137 -0.446 0.90 -1.66 -0.34
H -0.975 0.548 -0.832 -1.37 -1.41 -1.04
H -2.103 -0.213 -2.095 -0.12 0.54 -0.73
H 0.658 2.340 1.176 0.33 -0.19 -0.42
H 1.597 1.927 2.649 -0.94 -1.06 -1.34
H 0.549 0.665 1.715 -1.42 -0.63 1.02
H -0.384 -1.944 -1.788 -1.61 0.56 1.57
H -1.916 -2.410 -0.648 0.88 0.58 -1.28
```
Forces are in eV/Å.

- HOMO-LUMO gap (alpha / beta): 0.2509 / 0.2511 Ha
- ΔE to the lowest compared entry with this formula, charge and spin: 60.7 kcal per mole
- Net charge: -1
- Max |F|: 2.9 eV/A